Below is a structure of composition C4H2O2Pm at a distorted geometry, with properties calculated with wB97M-V/def2-TZVPD.

The geometry in XYZ format:
```
9
Properties=species:S:1:pos:R:3:mulliken_spin:R:1
O -2.01 0.92 -0.60 0.00
C -0.84 1.11 -0.41 0.00
H -0.38 2.12 -0.36 0.00
C 0.23 -1.05 2.20 0.00
C 0.25 -0.57 1.09 0.00
C 0.18 -0.05 -0.24 -0.01
O 0.70 -0.57 -1.20 0.00
Pm 1.68 -0.47 -3.69 5.00
H 0.19 -1.44 3.21 0.00
```

Results
Total charge: +2
<S²>: 8.75
Multiplicity: 6
HOMO (alpha / beta) in eV: -17.00 / -17.00
DFT total energy in eV: -24808.048
E_LUMO (alpha / beta) in eV: -9.99 / -9.83
Energy relative to the best compared isomer or geometry (same formula, charge and spin) in eV: 0.0000